No. 1
This record from OMol25 describes C12H13BrOV as an isolated structure in a non-equilibrium geometry. The level of theory is the ωB97M-V functional and the def2-TZVPD basis.

Element x y z (Å)
C 1.10 0.61 1.65
C 0.45 0.27 2.91
C 0.52 -1.16 3.09
H -0.08 0.90 3.60
C 1.16 -1.70 1.95
C 1.52 -0.62 1.06
H 2.12 -0.70 0.17
H 1.27 1.56 1.20
H 0.10 -1.78 3.82
H 1.44 -2.72 1.88
V -0.54 -0.63 1.41
Br -2.58 0.76 0.79
C -0.62 1.65 -3.04
C 0.71 1.19 -2.95
C 1.40 2.04 -2.04
H 1.08 0.25 -3.35
C 0.53 3.07 -1.63
C -0.75 2.81 -2.21
H -1.66 3.33 -1.99
H -1.43 1.17 -3.57
H 2.41 1.90 -1.69
H 0.75 3.84 -0.90
C -1.70 -2.96 0.26
C -0.90 -1.84 -0.30
O -0.58 -1.53 -1.44
H -1.14 -3.48 1.06
H -1.97 -3.70 -0.50
H -2.61 -2.52 0.73

Results
- Multiplicity: 3
- Highest occupied orbital energy (spin up / spin down): -2.1 / -2.1 eV
- Total charge: -1

No. 2
This record from OMol25 describes an isolated ion of composition C3H9N4O and charge +1 in a non-equilibrium geometry. The level of theory is the ωB97M-V functional and the def2-TZVPD basis.

Element x y z (Å)
N -3.34 0.23 -0.45
C -2.18 -0.45 -0.10
C -1.05 -0.04 0.37
O -0.52 1.23 0.66
N 0.06 -0.99 0.49
N 1.35 -0.76 0.09
C 2.10 0.32 -0.01
N 3.37 0.44 -0.29
H -3.24 1.26 -0.41
H -4.06 -0.18 -0.94
H -2.09 -1.52 -0.22
H -1.11 1.88 1.13
H -0.40 -1.94 0.41
H 1.79 -1.66 -0.15
H 1.64 1.20 0.28
H 3.84 1.35 -0.35
H 3.85 -0.36 -0.51

Results
- SMILES: N/C=C(\O)NNC=[NH2+]
- Highest occupied orbital energy: -11.1 eV
- Total charge: +1

No. 3
This record from OMol25 describes C9H9NS in the gas phase in a non-equilibrium geometry. The level of theory is the ωB97M-V functional and the def2-TZVPD basis.

Element x y z (Å)
C -0.68 1.64 -2.10
C -0.02 0.57 -2.79
C -0.69 1.77 -0.76
C 0.76 -0.33 -2.10
C -0.04 0.71 0.02
C 0.94 -0.13 -0.68
C -0.38 0.73 1.39
C -0.50 -0.27 2.36
C 1.86 -0.71 0.07
N -1.13 -2.68 3.24
S -0.58 -2.03 1.93
H -1.12 2.38 -2.73
H -0.23 0.39 -3.81
H -1.05 2.62 -0.36
H 1.43 -0.95 -2.63
H -0.71 1.73 1.76
H -1.04 0.03 3.37
H 2.75 -1.29 -0.27
H 1.82 -0.59 1.16
H -1.42 -3.60 2.92

Results
- Highest occupied orbital energy (spin up / spin down): -7.5 / -7.2 eV
- Total charge: 0

No. 4
This record from OMol25 describes an isolated ion of composition C18H25N2O5S and charge +1. The level of theory is the ωB97M-V functional and the def2-TZVPD basis.

Element x y z (Å)
C -6.86 -1.29 -0.12
C -6.76 0.07 0.55
C -5.34 0.36 1.03
O -4.51 0.49 -0.12
C -3.21 0.76 0.02
C -2.48 0.91 -1.17
C -1.13 1.17 -1.15
C -0.48 1.28 0.07
N 0.93 1.52 0.10
C 1.56 2.48 -0.73
O 0.98 3.22 -1.46
C 3.05 2.34 -0.52
C 3.18 1.41 0.67
S 4.48 0.13 0.59
C 3.91 -1.02 -0.70
C 2.95 -2.11 -0.20
N 2.97 -2.23 1.28
C 1.49 -1.80 -0.62
O 1.21 -0.95 -1.42
O 0.66 -2.60 0.02
C -0.75 -2.46 -0.22
C -1.17 -3.04 -1.56
C 1.79 0.83 0.85
O 1.52 -0.14 1.56
C -1.18 1.14 1.26
C -2.54 0.88 1.24
H -6.60 -2.09 0.58
H -7.87 -1.46 -0.47
H -6.19 -1.34 -0.97
H -7.42 0.11 1.42
H -7.05 0.85 -0.15
H -4.97 -0.46 1.66
H -5.31 1.29 1.61
H -3.01 0.82 -2.11
H -0.59 1.28 -2.07
H 3.50 3.32 -0.36
H 3.49 1.92 -1.43
H 3.44 1.95 1.59
H 4.82 -1.46 -1.10
H 3.42 -0.46 -1.50
H 3.22 -3.07 -0.65
H 3.94 -2.26 1.64
H 2.44 -3.05 1.59
H 2.47 -1.34 1.65
H -1.22 -2.99 0.61
H -1.00 -1.39 -0.17
H -0.89 -4.09 -1.63
H -0.70 -2.49 -2.38
H -2.24 -2.96 -1.66
H -0.67 1.24 2.20
H -3.06 0.79 2.17

Results
- SMILES: CCCOc1ccc(N2C(=O)C[C@H](SC[C@@H]([NH3+])C(=O)OCC)C2=O)cc1
- Highest occupied orbital energy: -11.1 eV
- Total charge: +1